[1]
122
Properties=species:S:1:pos:R:3:forces:R:3:mulliken_charge:R:1 method="wB97M-V/def2-TZVPD" e_homo_ev=-9.204 gap_ev=7.408 e_above_lowest_kcal_mol=0.0 total_charge=+1
Cs -0.16037 0.93500 -0.12712 -0.39 -1.19 -0.19 1.115
C 2.59917 5.56858 1.08338 0.04 -0.06 0.03 -0.897
N 1.58328 5.12521 2.02320 0.04 0.15 -0.02 0.399
C 1.42772 5.94802 3.21763 -0.09 -0.09 0.05 -1.046
C 0.90816 3.95883 1.83984 0.05 -0.14 -0.16 -1.474
N 1.23310 3.00698 1.04128 0.24 0.43 0.21 0.486
C 2.51985 2.68268 0.60524 0.39 0.11 0.13 0.466
C 3.50636 2.44151 1.56698 0.03 0.00 -0.02 -0.460
C 4.75542 1.94552 1.23395 0.04 0.03 0.05 -0.702
C 5.04327 1.67180 -0.09547 0.05 0.04 -0.07 -1.247
C 4.07877 1.89923 -1.06406 -0.02 -0.01 0.04 0.382
C 2.81299 2.41947 -0.75342 0.36 0.00 -0.04 -0.362
N 1.83415 2.55679 -1.72572 -0.35 0.26 0.12 -0.066
C 2.05439 2.94884 -2.94287 0.12 0.06 -0.07 -0.147
N 1.21496 2.53810 -3.93494 -0.15 0.10 0.03 0.387
C 0.22963 1.50210 -3.66241 0.08 -0.17 -0.03 -1.005
C 0.87725 3.38163 -5.07310 0.01 0.01 0.02 -1.095
N 3.06453 3.80037 -3.35821 0.14 -0.13 0.09 0.232
C 3.91842 3.44169 -4.47898 0.01 0.00 0.01 -1.343
C 3.62757 4.77871 -2.45223 -0.06 0.00 0.06 -0.823
N -0.32510 3.76208 2.52804 -0.17 0.27 0.17 0.889
C -1.42576 4.65396 2.18695 0.08 0.07 0.03 -1.044
C -0.22978 3.47201 3.95250 -0.04 -0.09 -0.12 -1.262
H 2.48412 6.64123 0.92322 0.00 0.00 0.02 0.562
H 2.46394 5.06058 0.13593 -0.02 0.00 -0.01 -0.068
H 3.61301 5.36927 1.44249 -0.01 -0.02 -0.03 0.357
H 2.09513 6.80041 3.13096 -0.01 0.03 -0.03 0.428
H 1.70773 5.40296 4.12006 0.02 0.04 -0.01 0.341
H 0.41176 6.32642 3.33083 0.03 -0.02 0.00 0.236
H 3.26142 2.64083 2.60449 -0.01 -0.02 0.00 0.549
H 5.49556 1.77056 2.00420 -0.01 0.02 0.01 0.416
H 6.01815 1.29555 -0.38065 -0.02 -0.03 -0.01 0.434
H 4.29624 1.67112 -2.10188 -0.01 0.00 0.00 0.363
H 0.48441 0.57947 -4.18721 -0.10 -0.01 0.00 0.525
H -0.76098 1.82127 -3.98922 0.02 0.05 -0.02 0.382
H 0.18447 1.28749 -2.59929 0.11 0.07 -0.58 -0.660
H 1.69065 4.04460 -5.34459 -0.01 -0.02 0.02 0.408
H -0.00426 3.99176 -4.84837 -0.01 -0.03 -0.02 0.325
H 0.64329 2.74365 -5.92523 0.03 0.03 -0.03 0.321
H 3.49167 2.60564 -5.02723 0.00 0.01 0.00 0.405
H 4.91346 3.14872 -4.12443 -0.01 0.00 0.01 0.384
H 4.03976 4.28889 -5.15829 0.00 -0.02 -0.02 0.406
H 2.82595 5.25616 -1.89169 0.00 0.00 0.00 0.316
H 4.12659 5.54428 -3.04651 -0.04 0.02 -0.02 0.437
H 4.35577 4.36608 -1.74706 0.03 -0.02 -0.02 0.208
H -1.42129 5.59999 2.74546 0.00 -0.02 -0.03 0.308
H -2.36611 4.14373 2.40577 -0.01 0.03 -0.04 0.355
H -1.40158 4.87454 1.12072 -0.02 -0.02 0.00 0.301
H -0.17842 4.36971 4.57925 0.01 -0.04 0.01 0.345
H 0.64913 2.85334 4.14147 -0.02 -0.01 0.04 0.344
H -1.11848 2.91780 4.26254 0.02 -0.01 0.02 0.436
N -1.57873 0.72107 2.56460 0.04 0.14 0.07 -0.104
N -2.82206 0.04171 2.56552 -0.05 -0.20 0.06 -0.233
C -3.64826 0.18106 1.52884 -0.02 0.20 0.01 0.375
N -4.65598 -0.73598 1.41771 0.04 -0.07 0.32 -0.362
S -3.48403 1.41488 0.41605 -0.24 0.25 -0.20 -0.295
H -1.21392 0.65872 3.50778 -0.10 -0.05 0.08 0.285
H -1.75607 1.70061 2.34586 -0.10 0.02 0.07 -0.085
H -2.75167 -0.82632 3.08927 0.04 -0.08 -0.01 0.312
H -4.93210 -1.24097 2.24782 0.00 0.00 -0.02 0.191
H -5.41374 -0.44033 0.82475 0.00 0.00 -0.05 0.256
N 4.11507 -1.63081 0.32054 -0.03 -0.05 0.03 -0.324
C 3.10106 -2.52981 0.33662 0.08 0.04 0.01 0.610
N 3.46549 -3.84192 0.43956 0.06 0.03 0.07 -0.433
O 1.91648 -2.19070 0.27592 -0.07 -0.02 -0.02 -0.714
H 5.06428 -1.90564 0.49811 0.00 0.03 -0.01 0.176
H 3.89950 -0.64680 0.35244 -0.04 -0.02 0.01 0.141
H 4.41863 -4.12243 0.28909 -0.01 -0.01 -0.02 0.188
H 2.75831 -4.52784 0.24453 -0.06 0.04 -0.05 0.255
O 1.64700 -1.39861 -2.45179 -0.04 0.03 -0.06 -0.300
H 2.14393 -0.57341 -2.42688 0.01 -0.06 0.07 0.240
H 1.60280 -1.70968 -1.53264 0.09 0.10 -0.01 0.180
C -1.68750 -1.68561 -6.89299 -0.03 -0.12 0.03 -1.112
C -1.83946 -3.15915 -6.52080 0.13 0.10 -0.01 0.179
C -0.57367 -3.76623 -5.91569 -0.19 0.06 0.10 -0.749
C -0.21252 -3.21666 -4.53448 0.13 -0.05 -0.25 -0.160
N -1.18892 -3.57984 -3.52123 -0.19 0.01 0.15 1.155
C -2.04692 -2.73309 -2.88722 0.12 -0.25 0.10 -1.087
Se -2.11252 -0.92416 -3.04268 -0.16 0.35 0.01 -0.240
N -2.82002 -3.48292 -2.05223 0.17 0.01 -0.12 1.668
C -3.88041 -2.96336 -1.20342 -0.19 0.21 0.00 -1.195
C -5.15495 -2.56052 -1.94386 0.04 -0.23 -0.02 -0.612
C -5.83225 -3.67966 -2.74208 0.13 0.10 -0.06 -0.682
C -5.18525 -3.95558 -4.10232 -0.08 -0.02 0.11 -0.893
C -2.43024 -4.81120 -2.12726 0.10 -0.12 -0.12 0.398
C -2.88262 -5.95310 -1.48383 -0.07 0.07 0.06 -0.891
C -2.25120 -7.14964 -1.78580 -0.02 -0.03 0.03 -0.819
C -1.19808 -7.20474 -2.69792 0.02 -0.01 -0.01 -0.837
C -0.74995 -6.06576 -3.34921 0.05 0.03 -0.02 -0.877
C -1.39106 -4.87043 -3.05871 -0.08 -0.09 0.11 0.717
H -2.57280 -1.33866 -7.42691 0.03 0.06 0.00 0.395
H -0.81974 -1.54107 -7.54153 -0.02 0.02 -0.02 0.332
H -1.57008 -1.06301 -6.00545 0.01 0.03 -0.01 0.142
H -2.09433 -3.72690 -7.41832 -0.05 -0.04 0.04 0.430
H -2.67181 -3.27804 -5.82082 -0.04 -0.02 -0.03 -0.287
H 0.27299 -3.57228 -6.57945 0.03 -0.04 0.01 0.482
H -0.69454 -4.85040 -5.85071 0.07 0.00 -0.04 0.382
H -0.15176 -2.13182 -4.54150 0.01 0.04 0.07 -0.588
H 0.76038 -3.59829 -4.22044 0.00 0.03 0.08 0.362
H -3.49616 -2.08912 -0.67343 0.05 -0.06 -0.02 0.187
H -4.10731 -3.74239 -0.47466 0.05 0.01 0.05 0.467
H -4.92685 -1.72248 -2.60195 -0.01 0.07 0.00 0.210
H -5.84565 -2.19132 -1.18029 0.02 0.01 0.00 0.421
H -6.86981 -3.38625 -2.91292 -0.02 -0.04 0.04 0.446
H -5.85522 -4.59758 -2.14516 -0.08 -0.01 -0.01 0.241
H -5.01067 -3.01741 -4.63331 0.03 -0.02 -0.03 0.267
H -5.83822 -4.57482 -4.71822 0.03 -0.01 -0.01 0.454
H -4.23437 -4.48063 -4.00542 0.02 0.03 -0.06 0.036
H -3.69973 -5.91858 -0.77556 0.00 -0.02 -0.01 0.434
H -2.58288 -8.06035 -1.30536 -0.01 0.01 0.00 0.451
H -0.72762 -8.15651 -2.90508 0.01 0.01 -0.01 0.431
H 0.07051 -6.11022 -4.05232 -0.02 0.00 -0.01 0.501
C 0.86259 -3.40940 3.35311 -0.08 0.27 -0.21 -1.108
S -0.24648 -2.15414 2.66252 0.24 -0.77 -0.24 0.846
C -1.08283 -3.24712 1.47744 0.26 0.25 0.07 -0.478
O -1.24162 -1.90845 3.75084 -0.35 0.15 0.31 -0.836
H 0.25509 -4.19822 3.79275 -0.04 0.00 -0.03 0.396
H 1.45341 -2.92332 4.12686 0.00 0.01 -0.02 0.369
H 1.51245 -3.78714 2.56502 0.01 0.01 0.02 0.237
H -0.37264 -3.50248 0.69064 -0.03 0.00 -0.01 0.309
H -1.91873 -2.68744 1.05596 0.04 0.03 0.00 -0.338
H -1.44595 -4.13260 1.99678 0.00 0.01 0.05 0.537

=====

[2]
47
Properties=species:S:1:pos:R:3:forces:R:3:nbo_charge:R:1 method="wB97M-V/def2-TZVPD" e_homo_ev=1.421 gap_ev=2.433 total_charge=-2
C 3.10859 -1.59145 2.22085 0.23 0.08 0.37 -0.602
C 2.40563 -0.23760 2.34346 -0.01 0.11 -0.21 -0.408
C 2.93701 0.77169 1.32780 0.38 -0.52 0.12 -0.387
C 2.30169 0.77747 -0.08169 0.76 0.77 0.43 -0.284
C 3.05083 1.90736 -0.82341 -0.38 -0.59 -0.04 -0.596
C 0.76372 0.92172 -0.18878 0.09 0.06 -0.67 -0.020
Br 0.27491 2.23181 1.31193 0.06 -0.11 0.03 -0.057
C 0.17940 1.81845 -1.32614 -0.85 0.45 0.06 0.692
O 0.75233 2.45281 -2.15734 0.15 0.06 0.35 -0.513
N -1.24275 1.65154 -1.28699 0.78 -0.49 -0.26 -0.743
C -1.39653 0.21571 -1.33230 0.00 0.98 1.31 -0.238
Br -1.24490 -0.13107 -3.28106 0.07 -0.64 0.07 0.050
P -3.29428 -0.10236 -1.13748 -1.61 1.06 -2.53 1.455
N -3.47234 -1.84301 -0.95973 -0.21 0.09 0.51 -1.212
O -3.56391 0.44778 0.41527 1.01 -0.57 0.38 -1.048
C -0.19154 -0.29793 -0.38133 0.73 -1.20 0.26 -0.886
P -1.15496 -1.22799 1.02731 -1.36 -0.39 -0.37 1.356
N -1.54002 -0.14726 2.29087 0.78 -0.15 0.16 -1.193
O -0.02815 -2.13761 1.84586 0.17 0.20 0.12 -1.012
P 0.70496 -1.65334 -1.27082 0.81 1.06 -0.52 2.394
O 1.61422 -1.17477 -2.32316 0.13 0.11 -0.26 -1.124
O 1.62840 -2.47411 -0.23127 -0.40 -0.39 0.39 -1.010
O -0.36661 -2.73755 -1.68499 -0.16 -0.01 0.35 -0.956
H 3.90456 -1.63732 2.96411 0.14 -0.07 0.11 0.185
H 2.45877 -2.44363 2.37748 -0.18 -0.08 -0.09 0.225
H 3.61245 -1.70183 1.26594 -0.10 -0.07 -0.25 0.183
H 2.56743 0.11646 3.35893 -0.06 0.27 0.13 0.193
H 1.33390 -0.31171 2.21074 -0.09 -0.24 0.02 0.203
H 3.97295 0.47479 1.14755 0.21 0.09 -0.09 0.187
H 3.03013 1.77683 1.72550 -0.42 0.21 0.08 0.210
H 2.67535 -0.12184 -0.55240 -0.56 -0.31 -0.24 0.231
H 2.93376 1.77427 -1.88816 0.12 0.15 -0.23 0.241
H 4.09800 1.82328 -0.54947 0.22 0.15 0.00 0.184
H 2.65589 2.87817 -0.55081 0.09 0.24 0.08 0.213
H -1.77507 2.12240 -0.56741 -0.35 0.32 -0.29 0.441
H -3.83509 -2.06346 -0.03618 0.39 -0.36 0.19 0.344
H -4.23854 -2.02145 -1.60070 -0.01 -0.01 -0.14 0.382
H -4.42286 0.12382 0.69105 -0.36 0.28 -0.03 0.497
H -0.71826 0.13998 2.81533 -0.02 0.24 -0.07 0.358
H -1.99716 0.68479 1.93488 -0.40 -0.12 0.05 0.428
H -0.15792 -2.01183 2.78920 0.00 -0.01 0.20 0.483
H 2.53309 -2.33464 -0.52010 0.19 0.02 -0.11 0.505
H 0.00424 -3.59999 -1.47465 -0.18 -0.29 0.03 0.506
C -5.22851 2.21907 -2.47998 0.04 0.90 0.23 0.939
O -5.62782 1.02516 -2.75671 -0.21 -0.22 0.09 -0.929
O -5.83395 3.27578 -2.92531 0.35 -0.80 0.19 -0.917
O -4.17104 2.37264 -1.69569 0.02 -0.27 0.11 -0.947

=====

[3]
13
Properties=species:S:1:pos:R:3:forces:R:3:nbo_charge:R:1 method="wB97M-V/def2-TZVPD" smiles=C1SC[C@H]2N[C@H]12 e_homo_ev=-8.584 gap_ev=9.322 e_above_lowest_kcal_mol=119.9
C 0.52873 -1.41239 0.26682 4.46 -2.20 -0.67 -0.461
C 0.63242 1.46433 -0.02714 0.49 0.91 -0.15 -0.482
C -0.68477 0.71448 0.25722 1.17 -2.30 3.32 -0.148
C -0.44810 -0.64258 -0.42069 -3.74 2.08 0.60 -0.129
H 1.04163 -2.36863 -0.29562 -1.64 2.20 1.22 0.233
H 0.47284 -1.65601 1.34950 -0.36 0.54 -0.87 0.243
H 0.86111 1.96722 1.02441 -0.15 -0.38 -2.90 0.250
H 0.72347 2.09473 -1.04275 -0.01 -1.27 2.63 0.242
H -0.72970 0.53054 1.40302 0.65 0.74 -1.79 0.180
H -2.26583 -0.12099 -0.91089 -1.32 0.82 -2.00 0.350
H -0.23837 -0.32131 -1.43192 0.25 -0.83 -0.34 0.199
N -1.82727 -0.16891 -0.04726 1.34 -0.95 0.08 -0.516
S 1.93385 -0.08050 -0.12471 -1.16 0.65 0.87 0.039